2 unconnected molecules or ions with the total composition C7H14 at a distorted geometry, computed with ωB97M-V/def2-TZVPD.

Calculated values
LUMO level ... 0.0395 Ha
SMILES ... C#CC.CCCC
ΔE to the lowest compared entry with this formula, charge and spin ... 50.05 kcal/mol
Highest occupied orbital energy ... -0.3646 Ha
Max |F| ... 1.73 eV Å⁻¹
Gap between HOMO and LUMO ... 11.00 eV
Energy ... -275.03648 Ha

Each line ends with the Löwdin charge.
Cartesian coordinates (Å):
C: 0.8476 0.7850 1.9900  0.090
C: -0.2854 1.1557 1.7539  -0.211
C: -1.6477 1.6013 1.4701  -0.121
H: 1.8516 0.4564 2.1995  0.045
H: -2.2299 0.7851 1.0101  0.078
H: -1.6338 2.4581 0.7757  0.083
H: -2.1513 1.9112 2.4012  0.084
C: 1.5740 -2.0399 -0.1551  -0.124
C: 1.1339 -0.7366 -0.8210  -0.303
C: -0.3840 -0.5709 -0.8362  -0.301
C: -0.8242 0.7324 -1.5021  -0.127
H: 2.6732 -2.1320 -0.1588  0.070
H: 1.1469 -2.9026 -0.6936  0.073
H: 1.2221 -2.0682 0.8899  0.068
H: 1.5809 0.1215 -0.2831  0.082
H: 1.5058 -0.7112 -1.8633  0.111
H: -0.8310 -1.4290 -1.3741  0.114
H: -0.7560 -0.5963 0.2061  0.075
H: -0.4723 0.7607 -2.5471  0.076
H: -0.3971 1.5951 -0.9636  0.064
H: -1.9233 0.8245 -1.4984  0.072

=====

C7H14 in the gas phase, computed with ωB97M-V/def2-TZVPD.

Calculated values
LUMO level ... 0.0423 Ha
SMILES ... CC(C)CC1CC1
ΔE to the lowest compared entry with this formula, charge and spin ... 34.25 kcal/mol
Highest occupied orbital energy ... -0.3719 Ha
Max |F| ... 0.89 eV Å⁻¹
Gap between HOMO and LUMO ... 11.27 eV
Energy ... -275.06167 Ha

Each line ends with the Löwdin charge.
Cartesian coordinates (Å):
C: -1.1467 0.9037 -1.3202  -0.081
C: -0.9779 -0.0127 -0.1101  -0.451
C: -2.2969 -0.5911 0.3933  -0.080
C: 0.1735 -1.0236 -0.2939  -0.130
C: 1.3262 -0.5684 0.6004  -0.319
C: 2.6350 0.0244 0.2087  -0.103
C: 1.5519 0.8763 0.9130  -0.134
H: -1.5621 0.3904 -2.1967  0.081
H: -1.8097 1.7386 -1.0679  0.079
H: -0.1767 1.3232 -1.6174  0.071
H: -0.6014 0.6396 0.6966  0.102
H: -2.9074 0.2194 0.8081  0.076
H: -2.8828 -1.0861 -0.3895  0.077
H: -2.1217 -1.3174 1.1966  0.075
H: -0.1237 -2.0336 0.0188  0.108
H: 0.4975 -1.1090 -1.3403  0.115
H: 1.4318 -1.1657 1.5047  0.135
H: 3.5404 -0.4237 0.6236  0.093
H: 2.7789 0.3714 -0.8111  0.095
H: 1.1465 1.6277 0.2347  0.091
H: 1.5251 1.2166 1.9487  0.101

=====

Q: Which value of ΔE to the lowest compared entry with this formula, charge and spin does entry 2 give?
A: 34.25 kcal/mol

=====

Q: Look up the ΔE to the lowest compared entry with this formula, charge and spin of the first one.
A: 50.05 kcal/mol

=====

What did the first record say?
2 unconnected molecules or ions with the total composition C7H14 at a distorted geometry, computed with ωB97M-V/def2-TZVPD.

Calculated values
LUMO level ... 0.0395 Ha
SMILES ... C#CC.CCCC
ΔE to the lowest compared entry with this formula, charge and spin ... 50.05 kcal/mol
Highest occupied orbital energy ... -0.3646 Ha
Max |F| ... 1.73 eV Å⁻¹
Gap between HOMO and LUMO ... 11.00 eV
Energy ... -275.03648 Ha

Each line ends with the Löwdin charge.
Cartesian coordinates (Å):
C: 0.8476 0.7850 1.9900  0.090
C: -0.2854 1.1557 1.7539  -0.211
C: -1.6477 1.6013 1.4701  -0.121
H: 1.8516 0.4564 2.1995  0.045
H: -2.2299 0.7851 1.0101  0.078
H: -1.6338 2.4581 0.7757  0.083
H: -2.1513 1.9112 2.4012  0.084
C: 1.5740 -2.0399 -0.1551  -0.124
C: 1.1339 -0.7366 -0.8210  -0.303
C: -0.3840 -0.5709 -0.8362  -0.301
C: -0.8242 0.7324 -1.5021  -0.127
H: 2.6732 -2.1320 -0.1588  0.070
H: 1.1469 -2.9026 -0.6936  0.073
H: 1.2221 -2.0682 0.8899  0.068
H: 1.5809 0.1215 -0.2831  0.082
H: 1.5058 -0.7112 -1.8633  0.111
H: -0.8310 -1.4290 -1.3741  0.114
H: -0.7560 -0.5963 0.2061  0.075
H: -0.4723 0.7607 -2.5471  0.076
H: -0.3971 1.5951 -0.9636  0.064
H: -1.9233 0.8245 -1.4984  0.072

=====

Q: Number 1 is which compound?
A: C7H14